# C4H12O2

A cluster of 2 separate species, C4H12O2 in total at a distorted geometry (ωB97M-V/def2-TZVPD, OMol25).

Geometry as XYZ:
```
18
Properties=species:S:1:pos:R:3:forces:R:3:nbo_charge:R:1
H 0.7869 0.9177 1.0491 -0.3 0.1 -0.3 0.21
C -0.5305 -0.5032 0.2749 -1.4 -0.6 0.3 -0.42
H 0.6559 -0.5249 -1.4971 -0.6 -0.1 -0.4 0.17
H -1.0297 0.0156 -1.7956 -0.7 1.2 -0.6 0.16
H -1.0859 0.6323 2.9438 0.8 -1.4 0.2 0.22
O 2.5031 0.6636 -0.1398 1.5 0.8 -2.0 -0.95
H 0.2497 -1.1706 0.8315 -1.7 0.8 -1.1 0.21
C -0.9698 1.2808 2.1128 -1.8 1.4 -3.4 -0.62
H 2.8939 0.5812 -1.0789 -0.8 0.4 2.3 0.48
H -1.6491 -0.7528 0.6240 2.3 0.1 -0.8 0.18
H 2.6907 1.5921 0.1517 -0.1 -1.2 -0.6 0.48
H -1.2561 -2.4565 -1.1768 -3.2 -2.9 4.4 0.46
H -0.5838 2.1943 2.4549 0.6 1.3 0.7 0.20
O -0.8001 -1.9784 -1.7476 3.6 3.2 -4.5 -0.72
H -0.1558 1.6446 -0.1970 -1.3 -0.4 2.1 0.21
C -0.4222 -0.6826 -1.3005 1.1 -1.4 2.9 -0.06
C -0.2685 0.9610 0.7419 2.4 -1.5 0.5 -0.42
H -1.9949 1.5093 1.8151 -0.4 0.1 0.4 0.20
```
Positions in Å, forces in eV/Å.

Relative energy (zero: lowest compared OMol25 entry of this formula, charge and spin) = 188.2 kJ/mol
LUMO = 0.641 eV
Structure (SMILES) = CCCCO.O
Highest occupied orbital energy = -10.17 eV
Gap between HOMO and LUMO = 0.397 hartree

# C3H14NO6

A cluster of 5 separate species, C3H14NO6 in total at a distorted geometry (ωB97M-V/def2-TZVPD, OMol25).

Geometry as XYZ:
```
24
Properties=species:S:1:pos:R:3:forces:R:3:nbo_charge:R:1
O 0.8656 2.6530 -0.8385 1.0 0.5 0.1 -1.00
H -0.9797 2.5842 1.1376 -0.4 0.4 -0.4 0.50
H -0.0198 2.8163 -0.4748 -0.6 0.7 0.9 0.50
H 2.1036 1.3907 -0.0105 -0.1 -0.1 0.3 0.50
O -1.9280 0.8316 -0.0564 2.3 -2.1 1.1 -0.81
H -0.2598 -3.3917 -1.1177 -0.3 -0.8 0.3 0.33
O -1.3226 3.2529 0.4786 -1.7 -1.0 -0.5 -1.03
H -2.0537 2.6559 0.0389 2.1 1.1 1.3 0.51
O 2.8010 -1.4525 -0.5790 -2.2 -7.2 0.6 -0.94
C -0.9942 0.3120 0.7156 -3.7 2.7 -0.4 0.78
H 0.5052 -1.0930 0.4229 -1.7 -0.7 0.1 0.24
H -2.2770 -1.2347 -0.8099 0.9 -0.5 0.5 0.24
N -0.5969 -2.4989 -1.4206 -1.1 0.3 0.1 -0.85
H -0.8357 -1.4465 1.6926 0.8 0.0 -1.4 0.23
O -0.5400 0.9507 1.7101 0.7 -0.2 -0.6 -0.80
H 2.3870 -1.6105 0.3203 0.6 -0.1 -1.7 0.47
H 1.2880 0.9433 1.1352 -0.6 -0.1 0.6 0.51
H 0.6301 2.1087 -1.5612 -0.1 -1.0 -1.4 0.46
H -2.0456 -2.8049 0.1122 0.8 1.6 -0.3 0.17
H 3.0153 -0.6252 -0.4272 1.7 6.8 0.7 0.47
C -0.6243 -1.1437 0.6068 0.3 0.9 2.5 -0.57
H 0.2802 -2.0120 -1.4229 0.3 0.9 -0.2 0.36
C -1.5013 -1.8881 -0.3355 0.3 -2.6 -1.9 -0.23
O 2.1026 0.7024 0.6834 0.8 0.6 -0.4 -1.03
```
Positions in Å, forces in eV/Å.

Relative energy (zero: lowest compared OMol25 entry of this formula, charge and spin) = 202.1 kJ/mol
LUMO = 3.639 eV
Charge = -1
Highest occupied orbital energy = -5.47 eV
Gap between HOMO and LUMO = 0.335 hartree

# C4H5O2Sn

A structure of composition C4H5O2Sn at a distorted geometry (ωB97M-V/def2-TZVPD, OMol25).

Geometry as XYZ:
```
12
Properties=species:S:1:pos:R:3:forces:R:3:nbo_charge:R:1
H -1.2973 -3.8459 1.0181 0.2 0.1 0.0 0.35
H -0.7316 -0.6137 1.5284 0.2 -0.1 0.4 0.29
O -0.8318 -2.4764 -1.8092 0.1 0.2 -0.4 -0.47
O 2.2555 -0.2306 0.5984 -0.8 -1.4 0.4 -0.70
C -0.6473 -2.8947 -0.6804 0.1 -0.9 0.8 0.72
H 0.4779 -0.9090 3.0367 -0.6 -0.1 -0.5 0.33
C 0.2584 -0.7659 1.9624 1.2 0.9 0.1 -0.65
H 0.5906 -3.7139 0.7331 -0.3 -0.1 -0.1 0.34
H -0.8300 -1.4989 -1.9207 -0.3 0.0 -0.1 0.56
C -0.4405 -3.5221 0.4181 -0.1 0.2 -0.5 -0.51
Sn 3.5421 1.1274 -0.1129 2.3 2.2 -1.2 1.00
C 1.3125 -0.4150 1.2798 -2.1 -1.0 1.0 0.73
```
Positions in Å, forces in eV/Å.

Relative energy (zero: lowest compared OMol25 entry of this formula, charge and spin) = 0.0 kJ/mol
LUMO (alpha / beta) = -8.939 / -8.941 eV
Charge = +2
Expectation value of S² = 0.754
Highest occupied orbital energy (alpha / beta) = -14.62 / -18.28 eV
2S+1 = 2
Gap between HOMO and LUMO (alpha / beta) = 0.209 / 0.343 hartree

# C8H8Si

A cluster of 2 separate species, C8H8Si in total at a distorted geometry (ωB97M-V/def2-TZVPD, OMol25).

Geometry as XYZ:
```
17
Properties=species:S:1:pos:R:3:forces:R:3:nbo_charge:R:1
H -0.8655 -1.1992 2.9369 -0.4 -0.3 -1.0 -0.29
C -0.2257 1.0033 -1.4933 -1.8 1.8 -0.9 -0.18
C 0.6663 -0.8756 -0.3142 -0.3 2.9 -2.6 -0.16
C 0.8557 1.0933 -2.2913 3.4 1.1 -2.0 -0.21
C -0.3632 0.0954 -0.5092 0.8 -2.9 1.1 -0.13
Si -1.0001 -0.5995 4.2544 0.4 0.5 1.6 0.57
H 2.8035 0.2821 -2.7472 -0.5 -0.2 0.5 0.22
C -2.6814 -0.3886 0.5706 -0.9 -0.4 0.7 -0.20
C 1.7352 -0.8467 -1.1890 1.2 0.8 0.7 -0.21
C 1.9008 0.1902 -2.1223 -0.4 -0.5 -0.4 -0.20
H -2.3563 0.0832 4.1687 0.0 -0.3 -0.5 -0.28
H 1.0808 1.9399 -3.0398 -1.0 -1.4 1.3 0.22
H -3.5861 -0.7384 0.9967 -0.2 0.1 0.0 0.23
H 2.5961 -1.4543 -0.9401 -0.1 -0.4 -0.3 0.21
H 0.6810 -1.4649 0.5153 -0.3 -1.9 2.0 0.21
C -1.5954 -0.1255 0.1649 0.5 0.6 -0.4 -0.03
H -1.0334 1.6746 -1.7082 -0.4 0.3 0.2 0.22
```
Positions in Å, forces in eV/Å.

Relative energy (zero: lowest compared OMol25 entry of this formula, charge and spin) = 222.9 kJ/mol
LUMO = -0.988 eV
Highest occupied orbital energy = -8.38 eV
Gap between HOMO and LUMO = 0.272 hartree

# C5H10O2

A structure of composition C5H10O2 at a distorted geometry (ωB97M-V/def2-TZVPD, OMol25).

Geometry as XYZ:
```
17
Properties=species:S:1:pos:R:3:forces:R:3:nbo_charge:R:1
C 0.2208 -0.2245 -1.1922 -0.1 -0.4 0.4 0.05
C 1.3719 0.6377 0.9487 0.6 0.9 -1.0 -0.29
H -2.5117 1.2282 -0.3029 0.1 -0.1 0.1 0.22
H 1.6995 -1.6189 -0.3134 -0.3 0.0 0.2 0.19
O -0.1856 -1.1142 0.6205 -0.9 -1.0 0.1 -0.55
H 0.9560 1.5786 1.2775 0.5 0.4 0.1 0.19
H 0.2038 -2.4353 -0.9076 0.1 -0.1 -0.3 0.18
C 0.6238 -1.5138 -0.5095 0.0 -0.5 0.1 -0.10
H 0.0989 -0.1841 -2.2939 0.4 0.4 0.7 0.20
C -1.5897 0.9896 0.2399 0.0 -0.1 0.0 -0.65
C -1.0055 -0.3116 -0.2784 -0.4 -0.1 0.0 0.07
H -0.8828 1.8100 0.0773 -0.1 -0.2 0.1 0.23
H -1.7752 -1.0056 -0.6163 -0.3 0.2 -0.4 0.17
H -1.8258 0.9136 1.3056 0.0 0.0 -0.1 0.23
O 1.0510 0.7636 -0.6335 0.1 -0.4 1.4 -0.56
H 1.1196 -0.0890 1.7683 -0.3 0.2 -1.8 0.23
H 2.4309 0.5758 0.8102 0.7 0.7 0.4 0.19
```
Positions in Å, forces in eV/Å.

Relative energy (zero: lowest compared OMol25 entry of this formula, charge and spin) = 435.4 kJ/mol
LUMO = 1.051 eV
Highest occupied orbital energy = -9.49 eV
Gap between HOMO and LUMO = 0.387 hartree

Question: Among the records above, which one has the lowest relative energy (zero: lowest compared OMol25 entry of this formula, charge and spin)?
Answer: C4H5O2Sn

Question: Which value of relative energy (zero: lowest compared OMol25 entry of this formula, charge and spin) does entry 1 give?
Answer: 188.2 kJ/mol